[1]
A cluster of 2 separate species, C2H7IOSi in total in a non-equilibrium geometry. Source: the Open Molecules 2025 dataset; level of theory: ωB97M-V/def2-TZVPD.

```
12
Properties=species:S:1:pos:R:3:forces:R:3
H 3.994835 -1.840737 0.306006 0.1831 0.1386 -0.0444
H -1.750950 -0.677364 1.165666 -0.6687 -0.0842 1.5554
H -2.805639 0.056850 -0.261466 1.0967 -1.1080 1.7189
O -1.383668 -1.272093 -0.677738 3.3416 -1.6004 -0.3483
H -0.414519 -1.459434 -0.402962 -2.2822 0.1691 -0.9619
H -0.825515 1.597077 0.932898 -0.3361 0.4942 0.5430
H 0.014195 0.837122 -0.349768 0.9015 -0.4392 -0.1515
Si 2.922037 -0.775462 0.262852 0.4432 0.8369 -0.2957
C -1.790891 -0.286471 0.189710 -1.3817 3.1329 -1.9583
H -1.455102 1.589167 -0.780858 0.2657 0.2997 0.6166
C -0.962388 1.034469 0.034150 -0.9142 -0.8282 -1.0063
I 4.457607 1.196878 -0.418488 -0.6489 -1.0113 0.3325
```
Positions in Å, forces in eV/Å.

E_tot (eV): -20211.39761
HOMO energy (eV): -9.18


[2]
A cluster of 2 separate species, C2H4NO2 in total in a non-equilibrium geometry. Source: the Open Molecules 2025 dataset; level of theory: ωB97M-V/def2-TZVPD.

```
9
Properties=species:S:1:pos:R:3:forces:R:3
O 1.927994 -0.263083 -0.300727 1.8753 -0.4009 -0.5477
H 3.926978 -0.408343 0.093919 1.0274 -0.3689 -0.5117
C 3.034080 0.168795 0.051694 -4.9784 0.5718 1.3773
N -1.814786 -0.277001 -0.027858 0.7155 1.6473 -0.1109
O -4.105097 0.384293 -0.111070 -0.4307 0.3377 0.3135
H -1.706674 -1.280355 -0.135571 0.7400 -0.1565 0.0119
H 2.813793 1.095961 0.620599 1.8310 0.2470 -0.2832
C -3.019779 0.115180 -0.032910 -0.0321 -0.2586 -0.5015
H -1.056509 0.464555 -0.158074 -0.7479 -1.6190 0.2523
```
Positions in Å, forces in eV/Å.

E_tot (eV): -7714.28005
Total charge: +1
HOMO energy (eV): -13.43


[3]
An isolated molecule of C8H9PS in a non-equilibrium geometry. Source: the Open Molecules 2025 dataset; level of theory: ωB97M-V/def2-TZVPD.

```
19
Properties=species:S:1:pos:R:3:forces:R:3
H -1.526171 1.181237 -0.884344 -1.0890 -1.0492 0.9154
C 2.172044 -1.640408 0.101348 -3.1015 -2.1794 -0.5208
H 0.968765 -3.393189 -0.077788 0.4312 -3.2366 -0.2071
H 0.392206 2.338641 -0.922837 0.2738 -0.1127 0.9220
P 3.565712 0.738601 0.682512 0.8131 -1.6647 -1.6152
H 2.983146 -2.221253 0.267402 2.8850 -1.2655 0.3546
S 5.029893 0.041158 -0.449130 -0.8621 0.7056 1.0538
C -0.232389 -1.783139 0.014349 0.3817 2.9612 -1.3991
H 1.341954 2.396410 0.626632 -0.4135 0.4249 0.7903
H -2.393672 -0.461166 -0.384348 -0.0525 0.9035 -0.2201
C -0.286531 -0.343344 -0.079536 -1.1103 0.2180 0.5067
H -1.135427 -2.286094 -0.179508 -1.0106 -0.8319 0.2838
C 0.879951 0.385134 -0.089422 1.8339 -0.8350 0.5054
C 2.122342 -0.326938 0.116125 -0.2406 3.4982 0.5491
C 1.159314 1.849035 -0.272726 -0.7212 0.7908 -2.3954
C 0.967078 -2.383917 -0.073131 0.7821 2.3795 1.0525
C -1.682243 0.342539 -0.129212 1.9361 -0.0207 -0.3683
H 2.086656 2.044273 -0.886607 -0.7427 -0.6168 0.4812
H -1.918848 0.746992 0.876275 0.0070 -0.0691 -0.6888
```
Positions in Å, forces in eV/Å.

E_tot (eV): -28564.66049
HOMO energy (eV): -8.57
SMILES string: Cc1cccc(P=S)c1C


[4]
A cluster of 2 separate species, C4H7BrCl4NO2P in total. Source: the Open Molecules 2025 dataset; level of theory: ωB97M-V/def2-TZVPD.

```
20
Properties=species:S:1:pos:R:3:forces:R:3
H 2.339340 0.425107 1.849539 0.2694 0.0739 0.1922
H 0.892776 -0.332841 1.231330 -0.0147 -0.3015 0.3004
H -1.029339 1.298282 2.337591 0.1243 0.4766 0.0537
O -2.798175 3.502554 -1.058971 -0.3681 0.6382 -0.4428
C 0.931774 1.798355 0.907837 -0.1721 -0.1094 0.4075
H 1.232774 2.281934 -0.011988 -0.2102 0.1814 -0.2958
Cl -0.321831 -4.712637 -1.008833 0.0082 0.0026 -0.0032
C 1.635967 0.436075 1.028525 -0.3691 0.1617 -0.4275
Cl -1.505244 -2.920927 -2.934855 -0.0064 0.0035 0.0060
C 2.338902 0.025460 -0.254498 -0.3635 -0.2731 0.6211
H 3.019953 -0.776768 -0.023689 0.2896 -0.2393 -0.2631
P -0.866894 1.428039 0.931103 -0.3411 -0.5113 -0.5752
H 2.847999 0.858497 -0.704218 0.2604 0.1847 -0.2950
N -2.721239 2.695630 -0.245746 0.0396 -0.4225 0.0547
Cl -1.810678 -2.410652 -0.110883 -0.0726 -0.0106 -0.0116
H 1.197575 2.450503 1.727801 0.1255 0.2337 0.1479
Br 1.065023 -0.681456 -1.547443 0.2202 0.1591 -0.1292
O -1.555117 2.931474 0.566273 0.5769 -0.2595 0.6204
C -1.705878 -3.667045 -1.344759 0.0069 0.0295 0.0475
Cl -3.187688 -4.629584 -1.334117 -0.0030 -0.0178 -0.0080
```
Positions in Å, forces in eV/Å.

E_tot (eV): -139264.34457
HOMO energy (eV): -9.20
SMILES string: ClC(Cl)(Cl)Cl.O=NOPCCCBr